# 1
The molecule C5H7NO in a non-equilibrium geometry, computed with ωB97M-V/def2-TZVPD.

The calculation puts the LUMO energy at 0.97 eV. The SMILES is Cc1ncoc1C. The total charge is 0. The calculation puts the energy above the lowest of the compared OMol25 structures with the same formula, charge and spin at 1.181 eV. The value obtained for the gap between HOMO and LUMO is 9.453 eV.

Last column: Löwdin charge in e.
CARTESIAN COORDINATES (ANGSTROEM)
O 1.32 -1.33 -0.10  0.03
N 1.75 0.85 0.13  0.12
C -1.23 -1.49 0.03  0.00
C -0.62 1.75 -0.09  -0.05
C 2.31 -0.29 -0.06  -0.13
C 0.37 0.61 0.00  -0.28
C 0.14 -0.78 -0.11  -0.30
H 3.32 -0.65 0.00  0.12
H -0.72 2.23 -1.10  0.08
H -1.30 -2.54 -0.39  0.09
H -1.39 -1.57 1.11  0.07
H -1.63 1.36 0.30  0.09
H -0.36 2.55 0.60  0.06
H -1.97 -0.70 -0.33  0.09

---

# 2
A 2-piece molecular cluster, C3H10N2O3 overall in a non-equilibrium geometry, computed with ωB97M-V/def2-TZVPD.

The calculation puts the LUMO energy (alpha / beta) at -3.54 / -9.25 eV. The total charge is +1. The calculation puts the energy above the lowest of the compared OMol25 structures with the same formula, charge and spin at 0.993 eV. The multiplicity is 2. The value obtained for the gap between HOMO and LUMO (alpha / beta) is 11.197 / 5.457 eV.

Last column: Löwdin charge in e.
CARTESIAN COORDINATES (ANGSTROEM)
O -0.88 1.42 -2.22  -0.06
O 1.53 -1.39 -1.24  0.00
O -1.52 1.34 0.48  0.10
N -1.28 -0.32 1.95  0.22
N 1.70 -0.07 1.12  0.32
C 0.55 0.26 0.32  -0.19
C -0.81 0.50 0.99  -0.47
C 0.31 -0.89 -0.72  -0.14
H -1.01 2.28 -2.61  0.06
H -0.67 -0.86 2.54  0.11
H -1.33 1.37 -1.35  0.01
H -0.06 -1.81 -0.25  0.15
H 0.77 1.14 -0.28  0.18
H -2.23 -0.12 2.24  0.15
H 2.32 -0.74 0.65  0.15
H 1.37 -0.52 1.98  0.14
H -0.42 -0.60 -1.47  0.13
H 1.65 -0.99 -2.12  0.14

---

# 3
The molecule C3H3ClO in a non-equilibrium geometry, computed with ωB97M-V/def2-TZVPD.

The calculation puts the LUMO energy at 0.47 eV. The SMILES is ClCC1=CO1. The total charge is 0. The calculation puts the energy above the lowest of the compared OMol25 structures with the same formula, charge and spin at 3.825 eV. The value obtained for the gap between HOMO and LUMO is 9.311 eV.

Last column: Löwdin charge in e.
CARTESIAN COORDINATES (ANGSTROEM)
Cl -1.44 0.45 -1.70  0.54
O 0.75 -1.07 0.99  0.02
C 1.85 -0.66 -0.20  0.13
C 0.65 -0.19 0.09  -0.41
C -0.60 0.89 -0.18  -0.43
H -1.34 0.73 0.63  0.08
H -0.25 1.81 -0.36  0.01
H 2.09 -1.52 -0.78  0.06

---

# 4
C26H39InN8O5Si2 as an isolated structure in a non-equilibrium geometry, computed with ωB97M-V/def2-TZVPD.

The calculation puts the LUMO energy (alpha / beta) at 3.64 / 3.67 eV. The total charge is -2. The calculation puts the energy above the lowest of the compared OMol25 structures with the same formula, charge and spin at 0.000 eV. The value obtained for the gap between HOMO and LUMO (alpha / beta) is 2.780 / 1.919 eV.

Last column: Löwdin charge in e.
CARTESIAN COORDINATES (ANGSTROEM)
In -2.73 -1.96 -0.67  0.64
Si 2.36 -0.20 4.42  0.37
Si 3.28 -1.64 2.36  0.49
O -1.52 -0.35 0.02  -0.15
O 2.17 -0.42 2.80  -0.22
O -2.80 -1.50 -2.90  -0.24
O -5.51 -0.19 1.87  -0.05
O -1.54 1.88 0.21  -0.02
N -2.36 -2.76 -3.04  -0.49
N 0.50 6.12 -2.94  -0.12
N -0.14 5.28 -0.74  -0.07
N 0.43 3.75 -2.57  -0.08
N -1.67 4.88 -2.58  -0.09
N -4.64 -3.29 0.20  -0.05
N -4.13 -0.59 0.09  -0.06
N -1.96 -3.53 -2.15  -0.05
C 4.35 -1.61 6.18  -0.07
C -1.61 -4.47 -4.65  -0.05
C 4.70 -3.54 4.09  -0.09
C 4.68 -0.82 1.30  -0.15
C 3.12 1.44 4.90  -0.15
C -3.64 0.77 -0.03  -0.13
C -2.79 -3.12 -6.72  -0.16
C -5.15 -2.44 1.34  -0.21
C 3.92 -2.38 3.92  -0.25
C -2.00 -4.18 -7.03  -0.20
C 1.09 4.86 -3.30  -0.21
C -1.37 -4.84 -5.99  -0.13
C -2.12 0.79 0.10  -0.61
C -2.93 -2.65 -5.42  -0.06
C 0.85 -0.76 5.26  -0.15
C 0.65 6.34 -1.50  -0.16
C -1.54 5.17 -1.20  -0.20
C 0.52 3.99 -1.11  -0.16
C -0.95 6.01 -3.27  -0.15
C -2.26 -3.24 -4.40  -0.23
C 3.64 -1.48 4.98  -0.25
C 5.35 -3.73 5.30  -0.10
C 5.22 -2.74 6.30  -0.09
C 2.43 -3.02 1.35  -0.15
C -4.91 -0.95 1.09  -0.61
C -0.99 3.67 -2.96  -0.17
H 0.07 3.12 -0.68  0.09
H 4.13 1.40 4.40  0.05
H -1.07 3.58 -4.04  0.11
H 1.54 3.94 -0.80  0.11
H 0.00 -1.08 4.63  0.05
H 4.44 -1.06 0.25  0.03
H 1.70 6.18 -1.24  0.11
H 0.87 4.78 -4.38  0.11
H -4.07 1.34 0.78  0.11
H -4.37 -4.26 0.48  0.06
H 4.78 0.28 1.52  0.04
H -3.81 1.23 -0.97  0.11
H 1.16 -1.62 5.86  0.03
H 3.14 -3.69 0.89  0.01
H 4.81 -4.27 3.26  0.12
H -3.39 -2.63 -7.49  0.09
H 3.22 1.74 5.97  0.04
H 2.18 4.86 -3.13  0.12
H -6.28 -2.45 1.52  0.12
H 1.68 -2.70 0.64  0.03
H 0.28 7.31 -1.33  0.09
H -1.15 -4.98 -3.77  0.08
H -4.69 -2.69 2.30  0.09
H 5.91 -4.64 5.53  0.10
H 0.39 -0.06 5.94  0.02
H -5.38 -3.39 -0.50  0.07
H -1.41 2.76 -2.47  0.14
H -2.06 -4.65 -7.99  0.07
H -0.99 5.84 -4.34  0.11
H -3.57 -1.79 -5.26  0.10
H 2.59 2.22 4.39  0.01
H -1.44 6.88 -2.97  0.09
H 1.99 -3.70 2.11  0.03
H 5.57 -1.34 1.57  0.00
H -0.77 -5.74 -6.23  0.09
H 5.75 -2.82 7.21  0.07
H -2.06 6.09 -1.03  0.11
H -1.86 4.34 -0.53  0.13
H 4.18 -0.87 6.99  0.11

---

# 5
A 4-piece molecular cluster, C20H32F9NO10 overall in a non-equilibrium geometry, computed with ωB97M-V/def2-TZVPD.

The calculation puts the LUMO energy at 0.38 eV. The SMILES is CCCNOC(=O)OCOCCC.CCOC(=O)C(F)(F)F.CCOC(=O)C(F)(F)F.CCOC(=O)C(F)(F)F. The total charge is 0. The calculation puts the energy above the lowest of the compared OMol25 structures with the same formula, charge and spin at 0.000 eV. The value obtained for the gap between HOMO and LUMO is 9.703 eV.

Last column: Löwdin charge in e.
CARTESIAN COORDINATES (ANGSTROEM)
F -7.11 2.61 1.06  0.16
F -2.18 -0.50 -9.65  0.16
F -0.88 -2.06 -10.38  0.16
F 1.61 -4.34 -1.80  0.16
F -7.02 0.95 2.44  0.15
F 2.23 -2.56 -0.75  0.15
F -2.32 -2.49 -8.82  0.15
F 1.66 -2.44 -2.83  0.13
F -7.47 2.94 3.16  0.15
O -4.40 2.70 1.64  0.16
O -0.46 -3.60 -0.25  0.02
O -0.81 -1.91 -1.70  0.17
O 0.09 -2.31 -7.63  0.02
O 0.38 2.77 3.91  -0.05
O -0.03 -0.08 -7.96  0.17
O 2.44 -0.27 2.77  -0.15
O -4.91 2.44 3.82  0.02
O 2.12 2.65 5.39  0.11
O 1.25 0.58 4.66  0.02
N 0.43 2.21 2.64  -0.06
C -6.70 2.25 2.29  -0.51
C -1.45 -1.56 -9.26  -0.51
C 1.34 -3.02 -1.66  -0.50
C 1.12 -2.10 -6.65  -0.20
C 1.31 1.99 4.69  -0.40
C -0.10 -2.76 -1.24  -0.37
C 4.47 -1.10 1.55  -0.21
C 1.00 2.72 0.27  -0.23
C -5.21 2.50 2.51  -0.37
C -2.81 -4.11 -0.62  -0.06
C 3.15 -1.49 2.41  -0.19
C 0.19 3.26 1.58  -0.17
C 2.52 0.01 4.18  -0.17
C -3.16 4.08 4.20  -0.06
C -0.40 -1.19 -8.21  -0.37
C -1.79 -3.43 0.27  -0.20
C 5.74 -1.00 2.52  -0.13
C -3.52 2.61 4.16  -0.20
C 0.51 -1.72 -5.31  -0.06
C 2.56 3.15 0.29  -0.12
H 6.71 -1.08 1.91  0.07
H -1.80 -3.89 1.26  0.13
H -0.22 -2.46 -4.99  0.09
H 3.36 -2.20 3.27  0.13
H 1.28 -1.64 -4.55  0.06
H 4.32 -0.12 0.95  0.11
H 2.99 2.83 1.31  0.07
H -2.88 2.05 3.47  0.12
H 2.45 -2.05 1.68  0.11
H 1.44 1.97 2.49  0.08
H -3.82 4.63 4.87  0.08
H -3.81 -4.04 -0.19  0.08
H 5.75 -1.87 3.27  0.08
H 0.47 2.95 -0.71  0.11
H -3.27 4.54 3.21  0.08
H -3.38 2.17 5.15  0.13
H -2.02 -2.37 0.40  0.13
H 4.66 -1.91 0.74  0.11
H -2.83 -3.65 -1.61  0.08
H -0.01 -0.76 -5.37  0.09
H 3.38 0.76 4.35  0.16
H 2.63 4.28 0.18  0.08
H -2.13 4.21 4.53  0.08
H 0.99 1.57 0.38  0.11
H 0.70 4.24 1.88  0.12
H 2.73 -0.89 4.84  0.15
H -2.55 -5.16 -0.76  0.08
H 5.78 0.00 3.09  0.08
H 3.13 2.56 -0.52  0.08
H -0.91 3.37 1.31  0.12
H 1.84 -1.36 -6.99  0.13
H 1.65 -3.05 -6.55  0.13

---

# 6
A 3-piece molecular cluster, C26H41F2N2O3 overall in a non-equilibrium geometry, computed with ωB97M-V/def2-TZVPD.

The calculation puts the LUMO energy at -2.69 eV. The total charge is +1. The calculation puts the energy above the lowest of the compared OMol25 structures with the same formula, charge and spin at 0.440 eV. The value obtained for the gap between HOMO and LUMO is 8.529 eV.

Last column: Löwdin charge in e.
CARTESIAN COORDINATES (ANGSTROEM)
F 1.61 2.11 2.08  -0.01
F -0.33 -0.45 -2.46  0.00
O -2.40 -1.96 1.31  -0.15
O 7.34 0.54 3.40  -0.13
O -2.62 3.38 -3.56  -0.14
N 0.06 -2.17 0.34  0.06
N 1.23 -0.77 1.51  -0.02
C 1.45 -0.42 0.18  0.07
C 7.81 1.85 3.06  -0.19
C 5.99 0.39 2.98  -0.23
C 1.01 1.18 2.93  -0.34
C 0.72 -1.31 -0.52  -0.12
C 0.72 -1.24 -2.03  -0.29
C -2.11 -4.33 1.82  -0.02
C -1.54 2.72 -2.90  -0.21
C 1.75 -0.16 2.75  -0.02
C -4.39 -1.01 0.29  -0.21
C -6.33 -0.18 -0.79  -0.07
C 0.79 -2.59 -2.77  -0.01
C -5.75 -0.81 0.28  -0.04
C -0.47 1.13 2.56  -0.02
C 6.77 2.45 2.13  -0.17
C 5.50 1.78 2.62  -0.19
C -0.58 2.28 -4.00  -0.19
C -2.28 3.62 -4.93  -0.20
C -5.52 0.22 -1.82  -0.09
C -2.17 -3.22 0.75  -0.37
C -4.17 0.01 -1.83  -0.07
C 0.43 -1.80 1.56  -0.02
C -0.79 3.35 -5.06  -0.17
C -3.59 -0.60 -0.74  -0.04
C -3.78 -1.69 1.53  -0.12
C -0.85 -3.24 -0.06  -0.04
H 6.74 3.54 2.17  0.12
H -3.54 0.31 -2.66  0.10
H -6.33 -1.14 1.14  0.12
H -1.93 1.89 -2.31  0.09
H 2.82 0.01 2.66  0.13
H 2.06 0.40 -0.14  0.16
H -7.40 0.00 -0.79  0.11
H 5.41 -0.07 3.78  0.11
H -0.39 -4.22 0.02  0.14
H -0.89 1.30 -4.39  0.11
H 8.80 1.78 2.60  0.12
H -2.54 4.64 -5.20  0.12
H -2.86 2.93 -5.55  0.12
H 6.97 2.16 1.10  0.12
H 1.63 -0.70 -2.30  0.15
H 0.04 -2.32 2.43  0.17
H -1.00 2.03 2.86  0.10
H -3.82 -0.95 2.34  0.14
H -0.07 -2.71 -3.44  0.10
H -1.12 -3.10 -1.11  0.13
H 0.87 -3.44 -2.08  0.07
H 1.69 -2.61 -3.38  0.09
H -0.98 0.30 3.06  0.09
H -2.99 -3.51 0.07  0.16
H -1.84 -5.30 1.38  0.09
H 5.13 2.29 3.51  0.12
H 5.97 -0.28 2.11  0.11
H -1.29 -4.10 2.51  0.08
H -0.49 3.04 -6.06  0.11
H 7.90 2.43 3.99  0.12
H -0.22 4.24 -4.79  0.12
H -3.05 -4.47 2.35  0.09
H -0.62 1.00 1.49  0.09
H -4.35 -2.56 1.87  0.13
H 0.45 2.19 -3.65  0.11
H -5.97 0.72 -2.68  0.12
H 1.49 -0.82 3.58  0.14
H -2.51 -0.73 -0.74  0.10
H 1.08 1.55 3.96  0.15
H 4.69 1.77 1.88  0.10
H -1.06 3.44 -2.23  0.12

---

# 7
A 2-piece molecular cluster, C15H18F4NO4 overall in a non-equilibrium geometry, computed with ωB97M-V/def2-TZVPD.

The calculation puts the LUMO energy at 2.55 eV. The total charge is -1. The value obtained for the gap between HOMO and LUMO is 4.573 eV.

Last column: Löwdin charge in e.
CARTESIAN COORDINATES (ANGSTROEM)
F 2.33 -0.86 -3.09  0.10
F 3.64 4.72 -3.66  0.06
F 2.23 0.06 -1.14  0.10
F 0.50 0.14 -2.42  0.15
O 1.43 5.22 0.16  0.18
O 1.40 3.53 -1.33  0.08
O 2.83 5.23 -1.62  0.12
O -0.19 -2.40 -1.98  -0.13
N -0.54 -3.34 0.99  -0.13
C -1.27 0.88 2.08  -0.08
C 1.50 -0.66 -2.03  -0.58
C -2.62 1.07 1.99  -0.14
C 3.26 4.18 -2.47  -0.32
C -1.29 -2.14 -1.08  -0.21
C -1.10 -2.89 2.23  -0.32
C -1.61 -1.44 2.17  -0.20
C 1.84 4.71 -0.83  -0.55
C 2.03 3.33 -2.60  -0.05
C -2.96 -1.24 2.10  -0.08
C -0.74 -0.37 2.17  -0.24
C -1.50 -3.28 -0.09  -0.34
C 0.74 -0.54 2.28  -0.04
C -3.48 0.03 2.00  -0.11
C 1.03 -1.99 -1.45  -0.13
H -3.61 -2.10 2.13  0.10
H 0.99 -1.52 2.67  0.06
H -3.01 2.08 1.91  0.09
H -2.17 -2.07 -1.73  0.11
H 1.37 3.68 -3.39  0.15
H -0.30 -2.89 2.98  0.08
H 0.92 -1.86 -0.37  0.10
H -2.56 -3.22 0.24  0.09
H 1.18 0.24 2.89  0.07
H -1.41 -4.20 -0.69  0.09
H 2.26 2.28 -2.76  0.12
H 1.81 -2.74 -1.60  0.14
H -0.62 1.75 2.08  0.11
H -1.93 -3.54 2.62  0.09
H -1.18 -1.17 -0.60  0.11
H 1.23 -0.48 1.30  0.06
H 4.12 3.68 -2.02  0.17
H -4.55 0.15 1.93  0.09

---

# 8
A 3-piece molecular cluster, C24H43FN5 overall in a non-equilibrium geometry, computed with ωB97M-V/def2-TZVPD.

The calculation puts the LUMO energy at -4.99 eV. The total charge is +1. The calculation puts the energy above the lowest of the compared OMol25 structures with the same formula, charge and spin at 1.496 eV. The value obtained for the gap between HOMO and LUMO is 4.856 eV.

Last column: Löwdin charge in e.
CARTESIAN COORDINATES (ANGSTROEM)
F 0.71 3.09 3.32  -0.02
N -2.77 -2.93 2.42  -0.20
N 3.07 2.30 -0.77  0.10
N 0.89 6.04 -0.92  0.13
N 0.60 -1.33 -4.03  -0.20
N 0.85 6.54 0.30  0.02
C 0.04 -0.71 -5.22  -0.25
C 1.18 1.46 0.72  0.01
C -1.21 -1.35 -5.84  -0.08
C -4.44 -1.56 1.18  -0.09
C -1.90 -0.86 3.66  -0.08
C 2.02 2.45 0.05  -0.28
C 2.66 -0.09 -0.45  -0.04
C 3.18 3.00 2.95  -0.17
C 4.35 3.62 2.11  -0.09
C 1.60 3.92 0.29  0.00
C 1.24 4.75 -0.86  -0.01
C 0.98 -2.73 -4.15  -0.27
C 3.42 1.01 -1.03  -0.08
C -2.85 -3.83 4.81  -0.09
C -0.09 -1.03 -2.78  -0.26
C -1.78 -1.86 2.50  -0.26
C 1.53 4.58 1.61  -0.01
C 1.10 5.96 1.48  0.06
C 1.53 0.04 0.46  0.00
C -4.16 -2.50 2.34  -0.27
C -2.56 -4.05 3.33  -0.25
C -1.45 -1.69 -2.54  -0.08
C 1.96 -3.00 -5.28  -0.09
C 1.85 3.84 2.94  -0.26
H 1.51 -2.83 -6.26  0.07
H -2.92 -0.50 3.79  0.07
H 0.97 6.56 2.41  0.17
H 4.26 0.78 -1.72  0.13
H -1.44 -2.76 -2.73  0.07
H -4.10 -1.99 0.23  0.07
H -0.78 -2.30 2.52  0.11
H -3.18 -4.88 2.98  0.11
H -2.08 -3.23 5.29  0.05
H 0.33 1.75 1.37  0.12
H 1.97 4.63 3.74  0.16
H 0.58 7.53 0.32  0.19
H 0.97 -0.81 0.89  0.11
H 0.57 -1.32 -1.95  0.08
H -3.96 -0.59 1.31  0.06
H 2.30 -4.04 -5.24  0.08
H 0.10 -3.38 -4.28  0.10
H 2.93 1.97 2.57  0.11
H 3.55 2.87 4.01  0.13
H -4.79 -3.39 2.19  0.12
H -1.56 -1.28 4.60  0.06
H 0.82 -0.68 -5.98  0.10
H 1.26 4.23 -1.86  0.15
H -5.51 -1.38 1.10  0.08
H -0.17 0.34 -5.01  0.11
H -1.36 -0.95 -6.85  0.08
H -1.75 -1.55 -1.49  0.06
H -3.82 -3.36 4.98  0.07
H -1.12 -2.43 -5.93  0.07
H 4.57 4.68 2.41  0.09
H -1.81 -1.30 1.56  0.09
H -2.86 -4.79 5.33  0.07
H -0.20 0.06 -2.68  0.11
H -2.23 -1.23 -3.15  0.06
H -1.53 -4.41 3.22  0.11
H -4.50 -2.03 3.27  0.10
H 1.46 -3.05 -3.22  0.11
H 3.00 -1.12 -0.71  0.11
H 4.23 3.53 1.01  0.06
H -2.11 -1.12 -5.27  0.05
H -1.28 0.01 3.45  0.06
H 2.84 -2.36 -5.19  0.08
H 5.28 3.04 2.39  0.09